Entry 1:
DFT (ωB97M-V/def2-TZVPD) results for 2 unconnected molecules or ions with the total composition C22H34N4O7 in a non-equilibrium geometry.

As for the structure (SMILES): NCCCC[C@H](NC(=O)CCC(=O)O)C(=O)O.CNC(=O)[C@H](Cc1ccccc1)NC(C)=O. The HOMO energy is -9.27 eV. The HOMO-LUMO gap is 9.6501 eV. Its max |F| is 2.08 eV Å⁻¹. The LUMO energy comes out at 0.381 eV.

Each line ends with the natural charge from an NBO analysis.
Geometry (Å):
O 2.514 6.600 3.958  -0.627
O -6.415 -1.069 -1.464  -0.597
O -1.418 -3.592 -0.597  -0.626
O 0.574 -5.332 -3.173  -0.592
O 4.283 2.702 1.810  -0.639
O -6.381 -2.353 0.396  -0.674
O -1.653 -5.709 -3.051  -0.674
C 2.094 5.454 3.974  0.673
C -5.926 -1.976 -0.815  0.788
C -2.209 -2.996 -1.310  0.689
C -0.570 -4.904 -3.174  0.797
C 3.493 2.269 2.643  0.672
C -0.350 -1.006 1.440  -0.244
C -0.756 -0.236 2.543  -0.212
C 0.535 -0.464 0.493  -0.145
C -0.274 1.075 2.700  -0.226
C 1.025 0.845 0.652  -0.235
C 0.624 1.615 1.761  -0.025
N 3.706 1.059 3.171  -0.598
N 0.946 1.358 -5.149  -0.854
N -1.992 -2.872 -2.669  -0.628
N 2.647 4.523 3.199  -0.612
C 0.943 5.097 4.894  -0.714
C 2.906 0.348 4.170  -0.422
C -4.732 -2.716 -1.400  -0.494
C -3.424 -2.324 -0.683  -0.487
C 1.299 1.222 -3.732  -0.210
C -0.819 -3.390 -3.402  -0.134
C 1.504 -0.252 -3.380  -0.395
C 0.424 -2.522 -3.106  -0.397
C 0.192 -1.045 -3.463  -0.407
C 1.170 3.014 1.964  -0.425
C 2.264 3.114 3.042  -0.121
H -7.132 -1.768 0.578  0.501
H -1.284 -6.587 -2.872  0.501
H -0.708 -2.020 1.327  0.238
H -1.441 -0.654 3.269  0.215
H 0.852 -1.065 -0.345  0.202
H -0.592 1.666 3.547  0.209
H 1.721 1.252 -0.069  0.219
H 4.530 0.594 2.819  0.411
H 1.677 0.971 -5.746  0.355
H 0.765 2.335 -5.387  0.364
H -2.668 -2.320 -3.187  0.400
H 3.420 4.839 2.631  0.430
H 0.637 5.994 5.431  0.249
H 0.103 4.730 4.309  0.217
H 1.269 4.345 5.608  0.220
H 3.454 -0.532 4.513  0.218
H 2.707 0.987 5.032  0.197
H 1.964 0.016 3.731  0.214
H -4.674 -2.487 -2.468  0.226
H -4.903 -3.792 -1.296  0.234
H -3.282 -1.240 -0.728  0.234
H -3.484 -2.610 0.372  0.246
H 0.510 1.651 -3.106  0.186
H 2.222 1.776 -3.534  0.168
H -1.029 -3.303 -4.471  0.231
H 1.907 -0.319 -2.366  0.201
H 2.244 -0.684 -4.061  0.195
H 0.699 -2.617 -2.051  0.220
H 1.266 -2.896 -3.698  0.225
H -0.541 -0.606 -2.779  0.199
H -0.209 -0.975 -4.479  0.211
H 0.337 3.664 2.234  0.219
H 1.571 3.382 1.018  0.230
H 1.866 2.738 3.981  0.208

---

Entry 2:
DFT (ωB97M-V/def2-TZVPD) results for a single C22H34O2 molecule.

As for the structure (SMILES): CC/C=C\C/C=C\C/C=C\C/C=C\C/C=C\CCCC(=O)OCC. The relative energy (zero: lowest compared OMol25 entry of this formula, charge and spin) comes out at 3.0 kcal/mol. The HOMO energy is -8.73 eV. The HOMO-LUMO gap is 9.5850 eV. Its max |F| is 0.55 eV Å⁻¹. The LUMO energy comes out at 0.852 eV.

Each line ends with the natural charge from an NBO analysis.
Geometry (Å):
C 3.762 2.262 -0.371  -0.592
H 3.173 3.020 -0.881  0.198
H 3.754 2.474 0.697  0.204
H 4.788 2.332 -0.728  0.203
C 3.193 0.868 -0.646  -0.460
C 3.201 0.571 -2.115  -0.171
C 2.210 0.790 -2.965  -0.177
C 0.861 1.356 -2.623  -0.516
C -0.186 0.863 -3.574  -0.181
C -1.118 -0.046 -3.333  -0.155
C -1.327 -0.817 -2.061  -0.499
C -0.889 -2.235 -2.296  -0.172
C 0.182 -2.837 -1.804  -0.168
C 1.190 -2.277 -0.843  -0.512
C 1.340 -3.193 0.339  -0.161
C 0.434 -3.314 1.298  -0.175
C -0.851 -2.543 1.347  -0.527
C -1.503 -2.586 2.692  -0.153
C -2.298 -1.663 3.215  -0.198
C -2.712 -0.368 2.583  -0.451
H -2.409 -0.329 1.538  0.211
H -3.803 -0.298 2.620  0.218
C -2.119 0.825 3.341  -0.372
C -0.606 0.949 3.112  -0.511
C -0.337 1.468 1.722  0.820
O -0.009 0.794 0.777  -0.637
O -0.521 2.786 1.665  -0.508
C -0.352 3.428 0.399  -0.076
C -1.573 3.249 -0.492  -0.638
H -1.434 3.804 -1.415  0.221
H -1.712 2.199 -0.737  0.224
H -2.463 3.616 0.013  0.211
H -0.192 4.481 0.640  0.193
H 0.540 3.021 -0.088  0.195
H -0.134 -0.027 3.230  0.237
H -0.185 1.656 3.828  0.234
H -2.303 0.697 4.410  0.208
H -2.605 1.751 3.025  0.211
H -2.702 -1.820 4.208  0.195
H -1.302 -3.480 3.270  0.194
H -0.662 -1.513 1.043  0.243
H -1.539 -2.968 0.604  0.235
H 0.603 -4.012 2.108  0.195
H 2.233 -3.801 0.371  0.199
H 0.892 -1.286 -0.507  0.231
H 2.148 -2.181 -1.360  0.227
H 0.375 -3.864 -2.092  0.197
H -1.519 -2.782 -2.988  0.194
H -2.395 -0.815 -1.817  0.214
H -0.780 -0.371 -1.235  0.230
H -1.796 -0.318 -4.133  0.194
H -0.136 1.303 -4.563  0.196
H 0.915 2.449 -2.704  0.215
H 0.604 1.108 -1.596  0.235
H 2.354 0.560 -4.014  0.199
H 4.136 0.180 -2.497  0.196
H 3.801 0.126 -0.123  0.206
H 2.181 0.809 -0.245  0.225

---

Entry 3:
DFT (ωB97M-V/def2-TZVPD) results for a molecular structure, C22H35AsNO2S4SbSiY in a non-equilibrium geometry.

The relative energy (zero: lowest compared OMol25 entry of this formula, charge and spin) comes out at 0.0 kcal/mol. The HOMO energy is -4.76 eV. As for the charge: -1. The HOMO-LUMO gap is 7.1787 eV. Its max |F| is 1.18 eV Å⁻¹. The LUMO energy comes out at 2.414 eV.

Each line ends with the natural charge from an NBO analysis.
Geometry (Å):
Y 0.524 1.227 -0.961  1.583
C 0.494 4.350 2.737  -1.128
Si -0.373 3.939 1.121  1.807
C -2.013 4.853 1.071  -1.127
C 0.655 4.756 -0.193  -1.133
N -0.512 2.222 0.848  -1.273
C -1.140 1.446 1.809  0.131
C -1.807 1.956 2.944  -0.272
C -2.362 1.152 3.926  -0.198
C -2.252 -0.226 3.847  -0.268
C -1.613 -0.774 2.743  -0.276
C -1.118 0.041 1.743  0.275
O -0.474 -0.517 0.617  -0.561
C -0.796 -1.854 0.366  0.363
C -2.107 -2.232 0.137  -0.261
C -2.388 -3.575 -0.041  -0.205
C -1.368 -4.521 0.002  -0.231
C -0.058 -4.113 0.191  -0.190
C 0.235 -2.767 0.380  -0.259
H 0.715 5.422 2.757  0.230
H 1.441 3.808 2.810  0.231
H -0.084 4.117 3.632  0.228
H -1.821 5.930 1.038  0.228
H -2.668 4.661 1.923  0.223
H -2.564 4.580 0.166  0.242
H 0.542 5.835 -0.044  0.232
H 0.347 4.531 -1.217  0.267
H 1.717 4.516 -0.122  0.250
H -1.886 3.027 3.056  0.209
H -2.872 1.615 4.762  0.203
H -2.651 -0.871 4.617  0.207
H -1.504 -1.847 2.666  0.225
H -2.886 -1.482 0.110  0.237
H -3.409 -3.885 -0.224  0.217
H -1.596 -5.571 -0.129  0.213
H 0.746 -4.838 0.184  0.216
H 1.248 -2.418 0.528  0.227
S 2.287 1.165 -5.510  -0.637
As 1.572 1.240 -3.560  0.937
S 1.866 -0.620 -2.336  -0.791
S -0.605 1.653 -3.305  -0.728
S 2.468 2.676 -2.179  -0.728
C -2.673 -3.459 -3.846  -1.028
Sb -1.064 -2.072 -3.280  1.094
C -0.592 -1.585 -5.303  -1.011
C 0.269 -3.767 -3.166  -1.007
H -2.343 -4.091 -4.674  0.206
H -3.579 -2.926 -4.144  0.209
H -2.915 -4.097 -2.993  0.203
H -0.909 -2.408 -5.945  0.207
H 0.480 -1.419 -5.404  0.249
H -1.098 -0.665 -5.591  0.235
H 0.672 -3.958 -4.163  0.218
H -0.292 -4.638 -2.826  0.206
H 1.094 -3.568 -2.487  0.223
C 3.747 -0.916 1.407  -0.433
C 2.851 -0.438 2.576  -0.423
C 2.312 0.911 2.089  -0.071
O 2.430 0.853 0.664  -0.565
C 3.707 0.251 0.427  -0.074
H 3.326 -1.803 0.935  0.206
H 4.765 -1.149 1.719  0.210
H 3.404 -0.329 3.509  0.207
H 2.032 -1.137 2.754  0.210
H 2.928 1.739 2.457  0.170
H 1.275 1.102 2.347  0.220
H 4.485 0.990 0.649  0.169
H 3.760 -0.025 -0.621  0.255

---

Entry 4:
DFT (ωB97M-V/def2-TZVPD) results for a molecular structure, C22H35AuN4OSSi.

The HOMO energy is -7.33 eV. The HOMO-LUMO gap is 7.6428 eV. Its max |F| is 0.54 eV Å⁻¹. The LUMO energy comes out at 0.314 eV.

Each line ends with the natural charge from an NBO analysis.
Geometry (Å):
Au 0.104 -0.649 -2.043  0.665
N 0.788 -2.625 -0.230  -0.858
C -0.036 -3.788 -0.594  -0.225
C -1.487 -3.378 -0.800  -0.232
N -1.668 -2.626 -2.056  -0.862
H 1.741 -2.899 -0.024  0.359
H 0.423 -2.172 0.601  0.374
H -0.008 -4.578 0.160  0.174
H 0.356 -4.200 -1.529  0.186
H -1.783 -2.721 0.022  0.209
H -2.117 -4.271 -0.749  0.175
H -2.612 -2.267 -2.134  0.374
H -1.485 -3.218 -2.856  0.362
C -1.997 2.976 2.606  -0.610
C -1.574 2.737 1.147  -0.522
C -2.739 3.104 0.216  -0.611
C -0.360 3.618 0.819  -0.610
Si -1.106 0.938 0.829  1.999
O -0.643 0.744 -0.682  -1.360
C -2.631 -0.130 1.184  -0.430
C -3.346 -0.577 0.063  -0.239
C -4.465 -1.394 0.181  -0.224
C -4.910 -1.780 1.440  -0.218
C -4.240 -1.326 2.572  -0.226
C -3.120 -0.509 2.442  -0.213
C 0.337 0.491 1.995  -0.425
C 1.593 0.329 1.388  -0.225
C 2.723 -0.026 2.119  -0.236
C 2.630 -0.230 3.491  -0.221
C 1.406 -0.050 4.125  -0.213
C 0.282 0.314 3.387  -0.228
H -2.265 4.030 2.758  0.200
H -1.185 2.738 3.305  0.206
H -2.870 2.370 2.877  0.208
H -2.996 4.165 0.327  0.195
H -3.635 2.513 0.444  0.209
H -2.476 2.920 -0.833  0.220
H -0.615 4.680 0.937  0.194
H -0.027 3.453 -0.212  0.219
H 0.486 3.396 1.483  0.207
H -3.002 -0.268 -0.925  0.227
H -4.992 -1.728 -0.704  0.204
H -5.777 -2.423 1.539  0.209
H -4.589 -1.609 3.558  0.209
H -2.633 -0.166 3.351  0.202
H 1.668 0.483 0.312  0.225
H 3.680 -0.141 1.621  0.198
H 3.505 -0.519 4.063  0.208
H 1.325 -0.192 5.197  0.208
H -0.647 0.470 3.926  0.203
S 1.259 -1.590 -3.890  -0.291
C 2.591 -0.536 -3.592  0.356
N 3.519 -0.835 -2.676  -0.590
C 4.583 0.078 -2.254  -0.219
C 4.998 0.935 -3.434  -0.420
C 3.761 1.598 -4.009  -0.219
N 2.769 0.568 -4.322  -0.586
H 3.301 -1.637 -2.113  0.425
H 5.419 -0.514 -1.892  0.216
H 4.233 0.711 -1.434  0.201
H 5.463 0.306 -4.197  0.216
H 5.718 1.688 -3.119  0.230
H 3.996 2.140 -4.922  0.217
H 3.348 2.308 -3.288  0.203
H 2.030 0.769 -4.971  0.426